(1)
Below is a single C22H29N3O3S molecule, with properties calculated with the ωB97M-V functional and the def2-TZVPD basis.

XYZ file:
```
58
C22H29N3O3S | the OMol25 dataset | the ωB97M-V functional and the def2-TZVPD basis
S -0.767 0.080 0.835
O 3.543 -1.416 -1.948
O 4.342 -3.292 -1.060
O 1.888 1.701 -2.554
N -0.071 -2.526 0.687
N -2.275 -1.920 0.202
N 1.149 -2.087 1.037
C -5.309 0.142 -0.420
C 2.224 -4.330 1.040
C 3.998 -2.150 -0.935
C 4.006 -1.334 0.354
C -2.425 0.359 0.440
C -4.470 -0.956 -0.237
C 3.216 -0.083 -1.550
C 1.180 2.827 -0.472
C 1.909 0.326 -2.252
C 0.883 2.474 -1.929
C -7.143 -1.319 -0.935
C -1.073 -1.630 0.546
C 0.190 3.882 1.624
C 3.184 -0.102 -0.015
C 3.455 -2.150 1.537
C -6.316 -2.416 -0.758
C 2.161 -2.841 1.189
C 1.457 4.600 2.072
C -3.069 -0.804 0.134
C 0.092 3.728 0.107
C -6.634 -0.042 -0.766
C -4.991 -2.238 -0.413
H 4.192 -2.902 1.817
H 4.009 0.577 -1.928
H -7.274 0.817 -0.906
H 1.876 -0.224 -3.202
H 5.048 -1.071 0.567
H 1.043 0.033 -1.650
H -8.179 -1.457 -1.206
H -4.337 -3.084 -0.272
H 1.269 -4.773 0.764
H 1.232 1.911 0.118
H -0.678 4.446 1.974
H 2.151 3.321 -0.426
H 3.587 0.816 0.405
H -6.707 -3.414 -0.890
H 1.442 4.756 3.148
H -0.283 -3.503 0.503
H 2.342 4.019 1.826
H -4.926 1.144 -0.296
H 1.535 5.571 1.586
H -0.086 1.959 -1.996
H 2.554 -4.776 1.978
H -0.882 3.295 -0.136
H 0.829 3.388 -2.527
H 2.163 -0.245 0.341
H -2.808 1.358 0.474
H 0.150 2.892 2.085
H 0.141 4.712 -0.365
H 3.300 -1.471 2.377
H 2.960 -4.575 0.275
```

Computed properties:
- HOMO level (eV) = -7.78
- LUMO level (eV) = 0.53
- SMILES = CCCCCOC[C@H]1C[C@@H](C/C(C)=N/Nc2nc(-c3ccccc3)cs2)C(=O)O1
- HOMO-LUMO gap (eV) = 8.30


(2)
Below is a single C22H29N3O5S molecule, with properties calculated with the ωB97M-V functional and the def2-TZVPD basis.

XYZ file:
```
60
C22H29N3O5S | the OMol25 dataset | the ωB97M-V functional and the def2-TZVPD basis
S 1.183 -1.060 -0.518
O -2.095 -3.150 -0.142
O -6.083 -0.567 0.332
O 0.768 -0.049 -1.445
O 2.438 -1.723 -0.776
O 4.678 2.556 0.879
N 3.984 0.801 -0.349
N 1.152 -0.415 1.009
N -1.211 -4.180 -0.111
C -5.547 0.637 0.010
C -3.561 1.869 -0.605
C -2.094 -0.733 -0.373
C -1.433 -1.995 -0.302
C 1.209 -4.537 -0.247
C 3.468 0.871 2.052
C -4.158 0.652 -0.271
C -4.293 3.037 -0.662
C 4.110 1.482 0.797
C 2.086 1.520 2.225
C -6.274 1.820 -0.052
C -5.650 3.010 -0.384
C 1.912 -1.143 1.998
C 4.986 0.162 -2.454
C 3.367 -0.665 2.097
C -0.006 -3.688 -0.246
C 3.295 2.032 -2.341
C -3.422 -0.588 -0.207
C -7.462 -0.653 0.605
C -0.080 -2.277 -0.376
C 1.092 1.028 1.176
C 4.444 1.320 -1.626
H 3.457 -0.058 -0.406
H 1.294 1.485 0.205
H 1.417 -4.888 0.763
H 5.327 0.517 -3.423
H 1.049 -5.410 -0.876
H -1.431 0.091 -0.585
H -4.014 -1.468 0.004
H 1.707 1.295 3.224
H 5.820 -0.314 -1.944
H -7.739 -0.050 1.475
H 4.203 -0.578 -2.605
H 2.056 -3.962 -0.611
H -8.062 -0.349 -0.258
H 3.947 -1.111 1.289
H 3.613 2.372 -3.323
H 2.978 2.896 -1.761
H 2.187 2.603 2.140
H 4.096 1.221 2.878
H -3.812 3.967 -0.924
H 1.403 -1.036 2.961
H 5.238 2.041 -1.403
H -7.650 -1.703 0.822
H -2.507 1.891 -0.832
H 0.071 1.302 1.475
H -6.232 3.918 -0.427
H 1.880 -2.195 1.710
H -7.331 1.826 0.158
H 3.782 -1.035 3.037
H 2.449 1.357 -2.455
```

Computed properties:
- HOMO level (eV) = -8.29
- LUMO level (eV) = -0.53
- SMILES = COc1ccccc1/C=C/c1onc(C)c1S(=O)(=O)N1CCC(C(=O)NC(C)C)CC1
- HOMO-LUMO gap (eV) = 7.76


(3)
Below is a molecular structure, C22H29N4O7SiTm, with properties calculated with the ωB97M-V functional and the def2-TZVPD basis.

XYZ file:
```
64
C22H29N4O7SiTm | the OMol25 dataset | the ωB97M-V functional and the def2-TZVPD basis
Tm 0.169 -0.449 0.125
Si -1.247 -2.481 -1.312
O -3.305 -1.535 3.110
O 0.679 0.666 -1.853
O 1.065 -1.888 1.492
O 1.483 -2.398 3.624
O 0.661 0.625 2.053
O 0.938 0.289 4.246
O -1.908 -0.446 1.266
N -1.136 1.706 -0.022
N 2.453 -1.695 -0.967
N -1.968 1.860 1.069
N 2.653 0.916 0.230
C -1.057 2.744 -0.766
C 3.702 1.158 -0.744
C 3.432 -1.130 -1.882
C 1.155 -1.612 2.752
C -0.290 4.075 -2.658
C 0.877 -0.103 3.091
C -3.508 -0.299 3.589
C 4.368 -0.146 -1.182
C -3.191 -2.416 -1.192
C -1.022 -4.365 -0.840
C -4.487 1.088 5.304
C 0.587 1.799 -2.436
C 0.443 4.296 -3.808
C -2.235 0.736 1.680
C -1.112 -2.702 -3.255
C -3.030 0.856 2.936
C -4.236 -0.162 4.774
C -3.288 2.104 3.497
C 1.265 3.272 -4.282
C 1.337 2.068 -3.617
C -0.244 2.867 -1.956
C -4.014 2.230 4.668
H -1.409 -1.782 -3.772
H -1.185 -4.504 0.234
H -3.510 -2.456 -0.146
H 2.144 1.761 0.459
H -2.895 2.968 2.981
H 1.888 -2.405 -1.421
H -5.052 1.174 6.226
H 2.875 -2.114 -0.147
H 4.487 1.835 -0.371
H 1.970 1.269 -3.987
H 5.186 0.100 -1.865
H -0.933 4.863 -2.274
H 0.380 5.243 -4.330
H -1.748 -3.513 -3.626
H -0.008 -4.721 -1.058
H 3.015 0.545 1.100
H 1.850 3.424 -5.183
H 4.050 -1.902 -2.368
H -2.711 -1.419 2.317
H -1.653 3.619 -0.492
H 2.880 -0.605 -2.666
H 4.809 -0.635 -0.304
H -3.578 -1.480 -1.608
H -3.669 -3.246 -1.724
H 3.248 1.636 -1.615
H -4.194 3.209 5.096
H -0.081 -2.921 -3.562
H -4.582 -1.062 5.269
H -1.725 -5.013 -1.376
```

Computed properties:
- spin multiplicity = 3
- HOMO level (alpha / beta) (eV) = -1.72 / -1.71
- LUMO level (alpha / beta) (eV) = 4.57 / 4.57
- ⟨S²⟩ = 2.002
- HOMO-LUMO gap (alpha / beta) (eV) = 6.29 / 6.28
- net charge = -2


(4)
Below is a molecular structure, C22H29N4O8Sr2, with properties calculated with the ωB97M-V functional and the def2-TZVPD basis.

XYZ file:
```
65
C22H29N4O8Sr2 | the OMol25 dataset | the ωB97M-V functional and the def2-TZVPD basis
Sr 5.767 13.022 7.478
Sr 12.232 13.221 10.487
O 6.005 19.181 25.065
O 7.535 13.437 12.288
O 13.361 15.889 17.012
O 14.846 15.362 18.504
O 13.364 18.525 10.874
O 4.061 20.097 25.195
O -0.526 12.656 13.225
O 0.192 12.055 11.188
N -0.652 12.073 12.099
N 13.979 16.162 18.043
N 4.912 19.459 24.562
N 7.815 7.769 11.629
C 4.592 18.900 23.180
C 12.561 19.043 20.876
C 15.200 19.789 12.254
C 5.351 17.876 22.525
C 14.303 17.597 20.101
C 5.112 17.498 21.198
C 13.862 18.505 21.027
C -3.966 9.278 11.855
C 12.200 17.775 18.899
C 13.522 17.222 19.011
C -3.838 10.246 12.899
C 7.045 15.282 13.852
C -1.833 10.184 11.001
C 11.736 18.742 19.784
C -1.783 11.154 11.956
C 7.227 13.785 13.608
C 3.479 19.442 22.509
C 3.209 18.944 21.211
C 3.942 18.021 20.583
C -2.783 11.170 12.937
C -2.927 9.283 10.890
C 13.761 19.417 11.940
H 15.192 20.477 13.099
H 7.098 15.553 14.906
H 11.551 17.533 18.070
H 7.519 8.716 11.820
H -4.721 8.511 11.943
H 15.283 17.191 20.306
H 2.816 20.200 22.900
H 15.896 19.019 12.586
H 13.361 20.412 11.748
H 7.720 15.928 13.289
H -2.878 11.881 13.744
H 6.238 13.356 13.771
H 5.789 16.763 20.790
H 8.807 7.960 11.625
H 12.292 19.852 21.538
H -2.935 8.520 10.126
H 6.225 17.559 23.074
H 6.096 15.550 13.388
H 3.678 17.674 19.595
H 13.238 19.022 12.811
H -0.973 10.063 10.358
H 2.279 19.280 20.776
H 15.780 20.198 11.427
H 10.701 19.029 19.667
H 14.439 18.701 21.919
H -4.637 10.315 13.623
H 7.665 7.009 12.277
H 8.005 13.453 14.296
H 7.342 7.683 10.740
```

Computed properties:
- HOMO level (eV) = -12.88
- LUMO level (eV) = -10.81
- HOMO-LUMO gap (eV) = 2.07
- net charge = +3


(5)
Below is 4 unconnected molecules or ions with the total composition C22H30BF9IN2O7, with properties calculated with the ωB97M-V functional and the def2-TZVPD basis.

XYZ file:
```
72
C22H30BF9IN2O7 | the OMol25 dataset | the ωB97M-V functional and the def2-TZVPD basis
I 1.045 1.924 6.238
F 3.476 0.917 0.083
F 5.567 1.454 -0.082
F -7.099 -6.605 7.692
F 3.277 0.126 -6.736
F 4.784 -1.413 -6.883
F 5.367 0.665 -6.895
F -5.176 -6.774 6.722
F -6.977 -6.696 5.535
F 4.985 -0.623 -0.064
O 4.970 -0.209 -2.805
O 3.882 1.739 -2.457
O -7.458 -4.125 6.182
O 3.682 0.954 -9.271
O 4.771 -0.993 -9.624
O -5.316 -4.011 6.891
O -3.454 -1.425 3.561
N -4.372 0.453 2.133
N -0.741 -0.246 1.500
C 1.239 1.308 2.143
C -1.147 1.400 3.464
C 2.237 3.685 3.959
C 4.436 -0.201 -7.352
C 2.384 0.324 -11.227
C -1.269 -1.360 0.634
C -6.285 -4.658 6.583
C 4.637 0.588 -0.535
C 2.582 1.104 -4.411
C 3.549 1.133 -10.691
C -1.631 0.285 2.504
C 2.367 5.017 4.891
C -6.885 -2.169 4.862
C -1.110 -2.678 1.174
C 4.524 0.621 -2.057
C 0.608 0.188 1.253
C 3.747 1.914 -3.877
C -6.381 -6.181 6.630
C 4.324 -0.165 -8.874
C -7.513 -2.691 6.139
C 0.822 3.021 4.326
C 0.345 1.890 3.269
B -3.175 -0.260 2.740
H -1.062 -2.765 2.323
H 1.466 0.570 -10.688
H 2.305 1.667 1.983
H 2.433 1.300 -5.469
H 2.043 4.778 5.970
H 3.462 5.376 4.939
H -0.034 3.787 4.435
H -1.726 -1.179 -0.399
H -6.997 -1.085 4.792
H 2.554 -0.747 -11.095
H -7.351 -2.632 3.988
H 3.562 2.977 -4.046
H 2.234 0.521 -12.290
H -4.199 1.453 2.377
H -8.570 -2.417 6.167
H -4.242 0.325 1.113
H 1.226 -0.278 0.420
H 2.752 0.034 -4.277
H 3.046 2.949 4.336
H 3.364 2.196 -10.857
H 2.377 3.924 2.847
H 4.681 1.665 -4.389
H -1.824 1.845 4.267
H -0.982 -3.612 0.513
H -5.820 -2.410 4.820
H 4.483 0.885 -11.203
H -3.072 -1.301 4.461
H 1.654 5.855 4.538
H -7.045 -2.257 7.027
H 1.664 1.352 -3.871
```

Computed properties:
- HOMO level (eV) = -12.45
- LUMO level (eV) = -4.51
- HOMO-LUMO gap (eV) = 7.94
- net charge = +1


(6)
Below is a molecular structure, C22H30BrF4N6O2SeSr, with properties calculated with the ωB97M-V functional and the def2-TZVPD basis.

XYZ file:
```
67
C22H30BrF4N6O2SeSr | the OMol25 dataset | the ωB97M-V functional and the def2-TZVPD basis
Sr 0.007 -1.022 -1.012
Br 1.813 -1.188 -3.581
Se -1.223 -3.834 -1.491
F 3.219 0.452 0.107
F 4.410 2.598 1.093
F 1.507 2.507 4.816
F 0.282 0.390 3.875
O -0.566 3.222 -2.433
O -0.198 1.367 -1.248
N 2.021 2.408 -3.514
N -0.659 3.249 0.913
N 3.719 1.191 -2.553
N 3.113 3.196 -1.598
N -2.190 -1.184 0.526
N 1.144 -0.771 1.290
C 0.651 -6.949 -3.561
C 0.946 -6.410 -4.807
C -3.093 -0.239 -0.110
C 1.321 0.880 3.150
C 0.599 -5.092 -5.068
C 1.679 0.264 1.914
C -1.313 -0.551 1.520
C 0.298 3.415 -0.184
C -0.034 -4.322 -4.102
C 2.904 4.644 -1.710
C 0.022 -6.177 -2.594
C 1.949 2.001 3.644
C 2.932 2.266 -2.546
C 1.477 5.175 -1.721
C 0.608 4.883 -0.497
C 2.776 0.934 1.296
C -0.220 2.618 -1.404
C 3.385 2.044 1.810
C 3.002 2.633 3.004
C -0.331 -4.849 -2.846
C -2.902 -2.314 1.100
C -0.053 -1.413 1.813
H -0.010 -1.670 2.872
H 0.917 -7.976 -3.336
H 1.206 2.900 0.133
H 3.420 5.000 -2.606
H -0.344 5.399 -0.647
H 3.686 2.900 -0.822
H -1.855 -0.318 2.448
H 3.494 3.499 3.415
H 3.433 5.059 -0.850
H -3.568 -1.985 1.913
H 1.157 2.900 -3.281
H 1.442 -7.009 -5.562
H 1.070 5.324 0.396
H 1.859 1.555 -4.044
H -0.282 -3.292 -4.318
H -3.599 -0.735 -0.941
H 0.950 4.844 -2.611
H 4.336 1.072 -1.767
H -3.860 0.150 0.578
H -2.524 0.609 -0.500
H -1.525 3.730 0.695
H 0.830 -4.648 -6.029
H 1.579 6.262 -1.819
H -0.985 0.410 1.108
H -2.196 -3.046 1.490
H -0.293 3.655 1.766
H -3.487 -2.810 0.326
H -0.144 -2.374 1.284
H 3.303 0.326 -2.931
H -0.201 -6.601 -1.623
```

Computed properties:
- HOMO level (eV) = -4.09
- LUMO level (eV) = 2.34
- HOMO-LUMO gap (eV) = 6.43
- net charge = -1